--- 1 ---
C7H8N2O2 in the gas phase, computed with ωB97M-V/def2-TZVPD.

Last column: natural (NBO) charge in e.
Element x y z (Å)
C (-0.1285, 2.3610, 0.5308)  -0.587
C (0.3090, 1.2390, -0.5327)  -0.147
N (1.7177, 1.4615, -0.7116)  -0.030
N (2.4716, 0.6627, -0.2100)  -0.199
C (1.7611, -0.4488, 0.2616)  0.610
O (2.2530, -1.3748, 0.8603)  -0.466
C (0.2305, -0.2031, -0.1635)  0.088
C (-0.7377, -0.6984, 0.9095)  -0.204
C (-1.3576, -1.7559, 0.4619)  -0.200
C (-0.8437, -2.1465, -0.8803)  -0.112
O (-0.1611, -0.9667, -1.3565)  -0.509
H (0.5032, 2.3247, 1.2917)  0.202
H (-1.1119, 2.4562, 0.7830)  0.221
H (0.0284, 3.3912, 0.1215)  0.228
H (-0.2552, 1.5277, -1.4138)  0.245
H (-0.9547, -0.1347, 1.8360)  0.234
H (-2.0991, -2.4379, 0.8731)  0.228
H (-0.0952, -2.9640, -0.9155)  0.194
H (-1.5298, -2.2933, -1.7454)  0.205

Computed properties:
Total charge = 0
2S+1 = 1
Orbital gap = 8.4 eV
SMILES = C[C@H]1N=NC(=O)[C@@]12C=CCO2


--- 2 ---
C7H8N2O2 in the gas phase, computed with ωB97M-V/def2-TZVPD.

Last column: natural (NBO) charge in e.
Element x y z (Å)
O (-2.8506, -0.3728, -0.9998)  -0.482
C (-1.7933, -0.8439, -0.8633)  0.729
C (-0.7047, -1.5504, -0.6283)  -0.566
C (0.0058, -1.4743, 0.6827)  -0.397
C (0.7702, -0.1309, 0.7200)  -0.297
C (1.9335, -0.0385, -0.2713)  -0.324
C (1.7651, 1.0970, -0.9710)  0.023
N (0.6519, 1.8089, -0.6332)  -0.602
C (-0.0845, 1.0405, 0.3014)  0.393
N (-1.2682, 1.4769, 0.5508)  -0.199
O (-1.9604, 0.6542, 1.5389)  -0.604
H (-0.3381, -2.0589, -1.5406)  0.269
H (-0.7784, -1.4273, 1.3931)  0.244
H (0.8061, -2.2158, 0.7592)  0.227
H (1.2153, -0.0884, 1.8276)  0.245
H (2.7245, -0.7512, -0.1700)  0.227
H (2.4352, 1.6038, -1.7771)  0.218
H (0.3035, 2.6046, -1.1350)  0.422
H (-2.8331, 0.6664, 1.2159)  0.475

Computed properties:
Total charge = 0
2S+1 = 1
Orbital gap = 8.9 eV
SMILES = O=C=CC[C@H]1C=CN/C1=N/O


It is 2 that is the least stable of them.


--- 1 ---
C3H6N2O3 in the gas phase, computed with ωB97M-V/def2-TZVPD.

Last column: natural (NBO) charge in e.
Element x y z (Å)
N (1.0988, 1.9943, 0.7059)  -0.660
N (0.2480, 1.5327, -0.2176)  -0.208
C (-0.4174, 0.5078, 0.0863)  0.387
C (-0.1896, -0.4416, 1.2499)  -0.156
O (1.1326, -0.8791, 1.3769)  -0.719
O (-1.2902, 0.0751, -0.9691)  -0.480
C (-0.8917, -0.9776, -1.5960)  0.663
O (-0.0249, -1.6618, -1.1396)  -0.627
H (1.3327, 3.0352, 0.7387)  0.400
H (1.3289, 1.3353, 1.4748)  0.382
H (-0.3000, 0.1361, 2.1566)  0.187
H (-0.8903, -1.1890, 1.3688)  0.196
H (1.1962, -1.6166, 0.6366)  0.500
H (-1.6436, -1.1954, -2.3805)  0.134

Computed properties:
Total charge = 0
2S+1 = 1
Orbital gap = 9.8 eV
SMILES = N/N=C(\CO)OC=O


--- 2 ---
C3H6N2O3 in the gas phase, computed with ωB97M-V/def2-TZVPD.

Last column: natural (NBO) charge in e.
Element x y z (Å)
C (-1.3847, -1.2012, -0.0559)  -0.421
N (-0.0711, -0.7581, 0.4050)  -0.633
C (1.1290, -0.7116, -0.4511)  0.777
O (1.9385, -1.6165, -0.4429)  -0.591
N (1.2386, 0.5786, -0.7335)  -0.685
C (0.0314, 1.2726, 0.0829)  0.925
O (-1.0254, 1.6215, -0.3946)  -0.629
O (0.6721, 2.1250, 0.9379)  -0.717
H (-1.2998, -2.1681, -0.5532)  0.198
H (-1.7964, -0.4840, -0.7544)  0.234
H (-2.0505, -1.2772, 0.8044)  0.211
H (0.1888, -1.3024, 1.2257)  0.407
H (2.1756, 0.9299, -0.8646)  0.418
H (0.2539, 2.9917, 0.7942)  0.504

Computed properties:
Total charge = 0
2S+1 = 1
Orbital gap = 10.3 eV
SMILES = CNC(=O)NC(=O)O


It is 1 that is the least stable of them.


--- 1 ---
A molecular structure, C2H3ClO2, computed with ωB97M-V/def2-TZVPD.

Last column: natural (NBO) charge in e.
Element x y z (Å)
C (1.2631, 0.5137, 0.0417)  0.446
C (-0.6995, 0.0461, -0.3185)  -0.013
O (2.0777, 1.3749, 0.1838)  -0.472
O (-0.9128, -1.2296, 0.1736)  -0.696
Cl (-1.7121, 1.3673, 0.2479)  -0.046
H (-0.9061, -0.0891, -1.4657)  0.205
H (1.4561, -0.6448, -0.0056)  0.088
H (-0.5664, -1.3384, 1.1427)  0.486

Computed properties:
Total charge = 0
2S+1 = 1
Orbital gap = 9.3 eV


--- 2 ---
C2H3ClO2 in the gas phase, computed with ωB97M-V/def2-TZVPD.

Last column: natural (NBO) charge in e.
Element x y z (Å)
C (-0.5273, -0.8052, 0.1836)  0.062
C (0.8640, 0.3388, 0.1369)  0.373
O (-0.3159, -1.4512, -0.8852)  -0.611
O (0.7277, 1.2802, -0.7268)  -0.620
Cl (2.4045, -0.4484, 0.0413)  0.008
H (-0.2711, -1.3088, 1.0819)  0.136
H (-1.3336, -0.1159, 0.3424)  0.147
H (1.2866, 1.3481, -1.4933)  0.506

Computed properties:
Total charge = 0
2S+1 = 1
Orbital gap (spin up / spin down) = 8.3 / 8.3 eV


It is 2 that is the least stable of them.


--- 1 ---
C17H24N2O3 in the gas phase, computed with ωB97M-V/def2-TZVPD.

Last column: natural (NBO) charge in e.
Element x y z (Å)
C (-2.4904, 1.6533, -3.8442)  -0.600
C (-2.1627, 0.5947, -2.7499)  -0.496
C (-1.0794, 0.9265, -1.6595)  0.713
O (-0.6132, 2.0398, -1.6808)  -0.621
N (-0.6156, -0.0103, -0.7329)  -0.518
C (-1.1338, -1.3092, -0.8016)  0.231
C (-2.3271, -1.6945, -0.2061)  -0.237
C (-2.7688, -3.0266, -0.2321)  -0.211
C (-1.9887, -3.9951, -0.8739)  -0.211
C (-0.7646, -3.6699, -1.4294)  -0.209
C (-0.3674, -2.3245, -1.4100)  -0.235
C (0.3222, 0.3589, 0.3821)  0.083
C (-0.3187, 1.4697, 1.2829)  0.802
O (-1.3440, 1.2079, 1.9034)  -0.596
O (0.3089, 2.6981, 1.2852)  -0.511
C (-0.4929, 3.7712, 1.7769)  -0.258
C (0.6282, -0.9090, 1.2882)  -0.407
C (1.6708, -0.5954, 2.3740)  -0.219
N (2.9226, -0.2278, 1.6929)  -0.464
C (4.0898, -0.2404, 2.5501)  -0.403
C (2.8482, 0.9018, 0.8055)  -0.218
C (1.7274, 0.7039, -0.2237)  -0.421
H (-3.0003, 1.2386, -4.6879)  0.211
H (-1.5808, 2.1524, -4.2326)  0.222
H (-3.1436, 2.4734, -3.4127)  0.209
H (-1.9409, -0.3377, -3.2736)  0.224
H (-3.0820, 0.4890, -2.1864)  0.223
H (-2.9585, -0.9221, 0.2413)  0.229
H (-3.7152, -3.3133, 0.2406)  0.222
H (-2.3100, -5.0341, -0.8628)  0.215
H (-0.0930, -4.3637, -1.9317)  0.220
H (0.6057, -2.0697, -1.8271)  0.216
H (-0.0573, 4.7573, 1.5851)  0.201
H (-1.4772, 3.7042, 1.2789)  0.197
H (-0.6403, 3.6776, 2.8462)  0.188
H (1.0626, -1.7366, 0.6971)  0.226
H (-0.2761, -1.3069, 1.7335)  0.230
H (1.3115, 0.1924, 3.0419)  0.167
H (1.8386, -1.4883, 2.9965)  0.211
H (4.2197, -1.2746, 2.8957)  0.197
H (3.9762, 0.4358, 3.4025)  0.163
H (5.0479, 0.0595, 2.0603)  0.203
H (2.6759, 1.8149, 1.3903)  0.170
H (3.7790, 1.0230, 0.2201)  0.206
H (1.6685, 1.6348, -0.8205)  0.248
H (2.0388, -0.1292, -0.8920)  0.209

Computed properties:
Total charge = 0
2S+1 = 1
Orbital gap = 9.0 eV
SMILES = CCC(=O)N(c1ccccc1)C1(C(=O)OC)CCN(C)CC1


--- 2 ---
A molecular structure, C17H24N2O3, computed with ωB97M-V/def2-TZVPD.

Last column: natural (NBO) charge in e.
Element x y z (Å)
C (-3.6796, -0.1186, -1.3477)  -0.723
C (-3.0228, 0.0600, -0.0394)  0.632
O (-3.2638, -0.6300, 0.8316)  -0.649
N (-2.3722, 1.1427, 0.1560)  -0.451
C (-1.8959, 1.9083, -0.9695)  -0.195
H (-2.1822, 3.0229, -0.4316)  0.144
C (-0.5013, 1.7675, -0.8084)  -0.389
H (-0.2331, 0.9005, -1.4497)  0.259
H (-0.0693, 2.6254, -1.8009)  0.196
C (0.3316, 2.0590, 0.3627)  -0.410
C (1.7404, 2.1899, 0.1550)  0.723
O (2.2615, 2.8150, -0.7557)  -0.556
N (2.4764, 0.8828, 0.7557)  -0.670
H (1.9555, 0.4898, 1.4565)  0.398
C (3.8413, 0.7496, 0.5306)  -0.218
H (4.2572, 1.6287, 0.3792)  0.224
C (4.0679, -0.5600, -0.2811)  -0.085
O (3.2837, -1.5906, 0.1848)  -0.462
C (2.1123, -1.5775, -0.3380)  0.325
C (1.1194, -2.1781, 0.8003)  -0.187
C (-0.2314, -2.4756, 0.3068)  -0.060
C (-0.7790, -2.0769, -0.7204)  -0.257
C (0.1797, -1.5264, -1.7730)  -0.157
C (1.4545, -1.3408, -1.3667)  -0.265
H (2.1565, -0.8157, -2.5504)  0.140
H (-0.1020, -1.3998, -2.8309)  0.226
H (-1.6867, -2.5470, -1.1096)  0.228
C (-1.0779, -2.8635, 1.3972)  -0.628
H (-0.7180, -3.1102, 2.5163)  0.207
H (-1.9740, -2.4436, 1.5662)  0.247
H (-1.4201, -3.9179, 1.0968)  0.207
H (1.5219, -2.4836, 1.5309)  0.152
H (5.1160, -0.6479, -0.3512)  0.200
H (3.6926, -0.2013, -1.3495)  0.184
H (4.2667, 0.4389, 1.6237)  0.153
H (0.1592, 3.3439, 0.7250)  0.235
C (-0.2838, 1.1661, 1.2368)  -0.378
C (-1.8254, 1.3997, 1.7487)  -0.135
H (-2.0600, 2.4450, 1.8311)  0.196
H (-2.3969, 0.7993, 2.2698)  0.232
H (-0.0602, 0.0430, 1.2787)  0.292
H (-0.0201, 1.4090, 2.6356)  0.150
H (-2.5204, 1.8886, -1.7398)  0.240
H (-4.3932, 0.5905, -1.6942)  0.231
H (-4.4536, -0.9515, -1.5014)  0.247
H (-2.7712, -0.3097, -2.1668)  0.209

Computed properties:
Total charge = 0
2S+1 = 1
Orbital gap = 8.3 eV


It is 2 that is the least stable of them.


--- 1 ---
H5N2OP in the gas phase, computed with ωB97M-V/def2-TZVPD.

Last column: natural (NBO) charge in e.
Element x y z (Å)
N (1.8216, -0.7093, 0.4398)  -0.523
O (0.4983, -0.3485, 0.8363)  -0.703
P (-0.6825, -0.9783, -0.1394)  1.114
N (-1.8621, -0.0511, 0.5936)  -1.185
H (2.3041, -0.9462, 1.3026)  0.350
H (2.2360, 0.1396, 0.0592)  0.345
H (-0.2047, -0.1029, -1.5436)  -0.189
H (-1.6217, 0.8967, 0.8493)  0.392
H (-2.8087, -0.1462, 0.2568)  0.398

Computed properties:
Total charge = 0
2S+1 = 1
Orbital gap = 9.5 eV
SMILES = NOPN


--- 2 ---
A molecular structure, H5N2OP, computed with ωB97M-V/def2-TZVPD.

Last column: natural (NBO) charge in e.
Element x y z (Å)
N (0.6666, 1.1169, 1.1763)  -0.550
N (-0.7427, -1.2833, -0.0123)  -1.156
O (0.1106, 1.1413, -0.1771)  -0.690
P (0.4734, -0.3295, -0.7658)  1.050
H (0.4215, 1.9793, 1.5520)  0.362
H (1.7613, 0.8995, 1.0934)  0.350
H (-0.6657, -2.2935, -0.1038)  0.384
H (-1.6111, -1.1518, -0.4811)  0.375
H (-0.4139, -0.0789, -2.2815)  -0.123

Computed properties:
Total charge = 0
2S+1 = 1
Orbital gap = 10.0 eV


It is 2 that is the least stable of them.


--- 1 ---
A molecular structure, C24H31GeIrN7O2S2Se, computed with ωB97M-V/def2-TZVPD.

Last column: natural (NBO) charge in e.
Element x y z (Å)
Ir (-0.5699, 0.5824, -0.4853)  0.722
S (-1.5259, 2.2185, 1.1238)  0.096
C (-2.2265, 1.2812, 2.4021)  -0.185
C (-2.8507, 1.9692, 3.4488)  -0.225
C (-3.4309, 1.2782, 4.4925)  -0.133
C (-3.4027, -0.1187, 4.5075)  -0.183
C (-2.7912, -0.8127, 3.4870)  -0.157
C (-2.1898, -0.1312, 2.4221)  -0.221
S (-1.4252, -1.0778, 1.1905)  0.202
H (-2.8798, 3.0490, 3.4058)  0.241
H (-3.9201, 1.8246, 5.2839)  0.246
H (-3.8709, -0.6654, 5.3088)  0.246
H (-2.7748, -1.8920, 3.4711)  0.234
N (2.5890, 0.7860, -3.6814)  -0.299
C (2.2448, 0.2530, -2.5046)  0.223
N (1.0747, 0.7386, -2.1352)  -0.547
C (0.7320, 1.5820, -3.1534)  0.270
N (1.6482, 1.6193, -4.0951)  -0.198
C (-0.4981, 2.3369, -3.1686)  0.101
C (-0.7982, 3.2077, -4.2253)  0.071
N (-1.9245, 3.8784, -4.2391)  -0.320
C (-2.7623, 3.7299, -3.2328)  0.032
C (-2.4637, 2.8891, -2.1586)  0.015
N (-1.3374, 2.1920, -2.1388)  -0.426
H (3.4214, 0.6478, -4.2407)  0.455
H (2.8342, -0.4505, -1.9536)  0.248
H (-0.1012, 3.3404, -5.0395)  0.240
H (-3.6893, 4.2839, -3.2787)  0.235
H (-3.1317, 2.7878, -1.3142)  0.234
O (2.7170, -5.2611, -2.8472)  -0.722
C (1.6794, -5.2871, -3.7820)  0.098
N (0.6836, -4.3537, -3.3163)  -0.615
C (-0.1628, -3.7362, -4.1658)  0.643
O (-0.1416, -3.8830, -5.3654)  -0.570
C (-1.1278, -2.7800, -3.5224)  -0.141
C (-2.4216, -2.6642, -4.0224)  -0.074
C (-3.2598, -1.7129, -3.4667)  -0.227
C (-2.7723, -0.8922, -2.4599)  0.054
N (-1.5255, -0.9808, -2.0047)  -0.476
C (-0.7254, -1.9130, -2.5146)  0.050
H (3.3072, -6.0093, -2.9936)  0.494
H (1.2443, -6.2960, -3.8838)  0.170
H (2.0022, -4.9498, -4.7796)  0.189
H (0.5754, -4.3046, -2.3165)  0.406
H (-2.7492, -3.3160, -4.8174)  0.263
H (-4.2748, -1.5959, -3.8107)  0.254
H (-3.4031, -0.1350, -2.0099)  0.218
H (0.2793, -1.9557, -2.1127)  0.210
C (3.7304, 0.4165, 5.5119)  -1.068
Ge (2.1541, 0.5148, 4.3305)  1.576
C (1.0915, 2.1755, 4.5677)  -1.081
C (1.0634, -1.1385, 4.3340)  -1.076
C (3.0985, 0.5626, 2.4714)  -1.033
Se (2.0726, 0.8291, 0.8737)  0.610
C (2.0326, 2.7677, 0.8827)  -0.790
H (3.4191, 0.3564, 6.5500)  0.251
H (4.3586, 1.2941, 5.3970)  0.243
H (4.3204, -0.4655, 5.2832)  0.243
H (0.6509, 2.1549, 5.5614)  0.252
H (0.2828, 2.2677, 3.8471)  0.223
H (1.7288, 3.0543, 4.5110)  0.242
H (0.5845, -1.2398, 5.3038)  0.249
H (1.7000, -2.0059, 4.1820)  0.244
H (0.2915, -1.1321, 3.5699)  0.221
H (3.5967, -0.4027, 2.3717)  0.256
H (3.8564, 1.3474, 2.4931)  0.260
H (1.7537, 3.0996, 1.8814)  0.250
H (1.2921, 3.0999, 0.1568)  0.237
H (3.0206, 3.1435, 0.6154)  0.248

Computed properties:
Total charge = +2
2S+1 = 2
Orbital gap (spin up / spin down) = 6.5 / 5.4 eV


--- 2 ---
A molecular structure, C24H31GeIrN7O2S2Se, computed with ωB97M-V/def2-TZVPD.

Last column: natural (NBO) charge in e.
Element x y z (Å)
Ir (-0.8125, 0.6933, 1.1260)  0.564
S (-1.0491, 2.3743, 2.6842)  0.124
C (-1.8394, 3.6476, 1.8622)  -0.094
C (-2.1601, 4.8284, 2.5643)  -0.250
C (-2.8098, 5.8420, 1.9163)  -0.152
C (-3.1616, 5.7212, 0.5508)  -0.154
C (-2.8630, 4.5851, -0.1479)  -0.214
C (-2.2094, 3.5187, 0.5060)  -0.243
S (-1.7991, 2.1213, -0.3889)  0.131
H (-1.8889, 4.9235, 3.6073)  0.242
H (-3.0551, 6.7485, 2.4524)  0.244
H (-3.6740, 6.5357, 0.0575)  0.244
H (-3.1315, 4.4895, -1.1918)  0.239
N (1.8263, -0.8562, 4.1069)  -0.302
C (1.7201, -0.1662, 2.9722)  0.228
N (0.4581, -0.2160, 2.5825)  -0.516
C (-0.1651, -0.9386, 3.5562)  0.282
N (0.6392, -1.3533, 4.4969)  -0.186
C (-1.6094, -1.0994, 3.4696)  0.107
C (-2.3765, -1.8285, 4.3660)  0.067
N (-3.6833, -1.9762, 4.1942)  -0.304
C (-4.2281, -1.4050, 3.1276)  0.033
C (-3.4738, -0.6643, 2.2238)  0.032
N (-2.1664, -0.5066, 2.4057)  -0.416
H (2.6498, -1.0178, 4.6694)  0.454
H (2.5413, 0.3329, 2.4856)  0.250
H (-1.9141, -2.3029, 5.2228)  0.242
H (-5.2945, -1.5228, 2.9845)  0.237
H (-3.9309, -0.1754, 1.3755)  0.228
O (3.1479, -5.1560, 0.6424)  -0.723
C (2.3975, -5.3793, -0.5274)  0.102
N (1.2861, -4.4542, -0.4234)  -0.611
C (0.5962, -4.0368, -1.5037)  0.646
O (0.7982, -4.4140, -2.6383)  -0.573
C (-0.4597, -2.9889, -1.2517)  -0.143
C (-1.6346, -3.0280, -1.9936)  -0.089
C (-2.5777, -2.0335, -1.8021)  -0.176
C (-2.2979, -1.0028, -0.9219)  0.026
N (-1.1445, -0.9357, -0.2421)  -0.488
C (-0.2538, -1.9278, -0.3942)  0.050
H (3.7625, -5.8859, 0.7699)  0.494
H (2.0390, -6.4106, -0.5861)  0.175
H (2.9504, -5.1396, -1.4375)  0.189
H (0.9728, -4.2470, 0.5110)  0.406
H (-1.7839, -3.8280, -2.7074)  0.267
H (-3.5157, -2.0321, -2.3387)  0.249
H (-2.9977, -0.1927, -0.7789)  0.228
H (0.6619, -1.8506, 0.1814)  0.217
C (1.9505, 1.0502, -5.0045)  -1.081
Ge (2.4798, 0.6779, -3.1757)  1.615
C (3.9057, 1.8461, -2.5422)  -1.100
C (2.9121, -1.1941, -2.8638)  -1.100
C (0.8295, 1.0502, -2.0856)  -1.025
Se (1.2192, 1.0928, -0.1882)  0.654
C (1.5938, 2.9922, -0.0516)  -0.774
H (2.7902, 0.8717, -5.6758)  0.257
H (1.6396, 2.0882, -5.1187)  0.244
H (1.1301, 0.4008, -5.3092)  0.243
H (4.8111, 1.6421, -3.1142)  0.263
H (4.1413, 1.6670, -1.4915)  0.225
H (3.6588, 2.8987, -2.6825)  0.240
H (3.8442, -1.4441, -3.3708)  0.259
H (2.1322, -1.8447, -3.2642)  0.247
H (3.0458, -1.4073, -1.8011)  0.225
H (0.0968, 0.2583, -2.2513)  0.244
H (0.3661, 2.0042, -2.3337)  0.255
H (2.5604, 3.1804, -0.5092)  0.255
H (1.6090, 3.2544, 1.0034)  0.249
H (0.7972, 3.5254, -0.5647)  0.244

Computed properties:
Total charge = +2
2S+1 = 2
Orbital gap (spin up / spin down) = 7.0 / 5.8 eV


It is 1 that is the least stable of them.